The following is a DFT calculation (the ωB97M-V functional and the def2-TZVPD basis) of a single C20H24N2O3 molecule.

Structure (XYZ):
```
49
Properties=species:S:1:pos:R:3:mulliken_charge:R:1
H -6.48047 -1.50500 -0.61376 0.39
H 0.90540 -0.19693 2.65140 0.27
H 3.62797 -2.22468 -1.02369 0.38
H 1.22680 0.83693 0.27666 0.54
C 0.37572 -0.50527 1.74786 -0.85
C -1.97873 1.40620 -0.19195 0.18
C -4.23992 0.95198 -1.20791 -0.39
C -2.15467 2.27654 1.06089 -1.08
H -3.17054 2.69501 1.02498 0.45
C -5.57432 -0.92304 -0.53257 -0.43
C 0.51419 -1.22763 -1.23225 -0.57
N -0.78823 0.55495 -0.18368 0.19
N 1.03427 -1.67604 1.22444 0.32
H 1.45557 -0.67767 -1.26706 0.37
O -1.45522 -0.25581 -2.17524 -0.68
C 2.47229 -1.76409 1.39819 -1.92
C 0.27209 0.70006 0.79416 -1.03
H -1.90893 2.07084 -1.06834 0.68
H 5.88836 1.38996 -2.52948 0.29
C -3.41326 -0.56759 0.44284 0.13
H -4.69914 -2.19706 0.94841 0.41
C -4.57476 -1.31145 0.34214 -0.91
H -1.25953 3.88394 0.42331 0.37
H 3.27301 0.77357 1.99286 0.41
H 2.67204 -1.58761 2.46005 0.51
O 5.61251 1.79619 -1.69903 -0.56
C 0.48685 -2.17319 -0.01301 -0.90
H -2.07374 1.66884 1.96453 0.34
H 1.03414 -3.08484 -0.26566 0.38
C -0.65861 -0.26785 -1.25459 0.50
H 4.97426 -0.69479 -2.39007 0.29
H -6.17689 0.51687 -1.99643 0.39
H 2.75236 -2.79784 1.17236 0.50
C -3.23184 0.56672 -0.33595 0.05
C 3.83355 -1.22865 -0.65828 -0.47
C 4.87272 0.91361 -0.97538 0.76
C 3.33327 -0.83131 0.57518 0.63
H -0.63925 -0.80205 2.04101 0.32
C 3.63428 0.44950 1.02756 -0.22
H -0.55592 -2.45560 0.17660 0.43
H -2.63460 -0.88020 1.12344 0.25
H 4.62318 2.31083 0.61506 0.44
C 4.39057 1.31753 0.26598 -0.68
O -1.20726 3.30888 1.19504 -0.53
C -5.40351 0.21110 -1.30724 -0.72
H 0.43562 -1.82358 -2.14291 0.38
H -4.10641 1.82794 -1.82577 0.38
H 0.09128 1.60084 1.37601 0.49
C 4.59340 -0.36907 -1.43073 -0.47
```

* molecular weight: 340.42 g/mol
* LUMO level: 0.662 eV
* Kohn-Sham gap: 8.79 eV
* SMILES: O=C1CCN(Cc2ccc(O)cc2)CCN1[C@H](CO)c1ccccc1
* strongest force on any atom: 0.0116 Eh/bohr
* relative energy (zero: lowest compared OMol25 entry of this formula, charge and spin): 2.173 eV
* net charge: 0